DFT (ωB97M-V with the def2-TZVPD basis set) results for a cluster of 20 separate species, C36H53Cl62N2O7P2 in total at a distorted geometry.

Positions of all 162 atoms, in Å:
C  -2.232533  7.095939  0.852800
C  -2.562261  5.577522  1.296190
C  -1.233741  4.685483  0.985337
C  -1.738706  3.173452  0.622502
N  -1.967574  2.981680  -0.815443
P  -0.736412  2.060310  -1.709287
Cl  -2.346249  1.407891  -3.053499
Cl  -1.308781  0.282100  -0.614078
C  -0.608125  3.508423  -2.971034
C  -1.777308  4.594794  -2.891989
O  -1.580586  5.473332  -4.072715
O  0.626063  2.498306  -0.732848
C  1.938318  1.978697  -1.122946
C  2.699058  1.353937  0.157512
C  1.771565  0.903080  1.376443
C  2.183268  -0.529744  2.013124
N  3.494302  -0.753504  2.691105
O  1.403937  -1.520998  2.017438
C  2.655529  3.381807  -1.536560
Cl  4.513624  3.228930  -1.605239
C  2.154979  4.645109  -0.689780
C  2.373136  4.567111  0.881651
Cl  3.228780  6.064827  -1.272577
C  1.638882  0.953995  -2.365689
C  2.198723  1.292867  -3.826828
C  3.775492  1.119657  -4.058605
C  4.036028  -0.024159  -5.166606
Cl  4.029986  0.648144  -6.891648
P  1.995007  -0.884238  -2.165028
O  1.316122  -1.546122  -0.944527
O  1.429314  -1.791335  -3.522865
O  3.673987  -1.261749  -1.978431
O  0.203905  0.930327  -2.649608
H  -3.180971  7.651552  0.531235
H  -1.752480  7.721052  1.675984
H  -1.527714  7.132317  -0.051355
H  -3.381221  5.219443  0.574131
H  -2.912519  5.482444  2.375367
H  -0.491378  4.681126  1.848477
H  -0.799977  5.122758  0.029473
H  -2.776143  3.108180  1.134361
H  -1.091376  2.418916  1.170406
H  -2.881059  2.553168  -1.009552
H  0.372730  4.086348  -2.928724
H  -0.675398  3.009116  -4.008805
H  -1.680096  5.312898  -1.996360
H  -2.830596  4.186398  -2.999942
H  -2.233675  5.203065  -4.749766
H  3.453420  2.090874  0.625170
H  3.353398  0.441273  -0.117132
H  1.919049  1.644088  2.252629
H  0.657182  0.850931  1.193038
H  4.236949  -0.178179  2.264361
H  3.323151  -0.435695  3.667221
H  2.414227  3.671785  -2.626309
H  1.098494  4.971837  -1.005579
H  1.711840  3.724621  1.294221
H  3.457058  4.275884  1.148484
H  2.115698  5.556431  1.397319
H  1.812492  2.332152  -4.147301
H  1.682531  0.565920  -4.561064
H  4.394435  0.949067  -3.119491
H  4.143600  2.098500  -4.548425
H  5.075325  -0.486056  -4.992091
H  3.238269  -0.839950  -5.141213
H  1.171106  -2.666916  -3.147060
H  3.904816  -1.927710  -2.665295
C  0.756075  -4.781514  2.103100
Cl  0.323749  -5.166761  3.777230
Cl  1.819795  -6.028987  1.432730
Cl  -0.698316  -4.604861  1.110916
H  1.291862  -3.832409  2.096336
C  -2.606283  -7.674062  -0.120903
Cl  -3.074786  -8.034283  1.545982
Cl  -1.534402  -8.933445  -0.750585
Cl  -4.037066  -7.506549  -1.148816
H  -2.065787  -6.729611  -0.127522
C  -5.870818  -0.013571  -2.566258
Cl  -4.899723  0.904129  -1.412125
Cl  -7.359545  -0.593877  -1.803491
Cl  -6.241893  0.968862  -3.991373
H  -5.292331  -0.877399  -2.887286
C  5.633267  9.195220  -0.224068
Cl  5.040655  8.201547  1.113644
Cl  7.100138  10.065729  0.251406
Cl  5.936737  8.198994  -1.653808
H  4.867130  9.926300  -0.472881
C  -1.555320  -5.421981  7.474160
Cl  -1.449457  -4.033554  8.565847
Cl  0.019086  -5.765413  6.748038
Cl  -2.174428  -6.838240  8.334156
H  -2.250383  -5.177260  6.674984
C  3.520448  -7.742360  8.334540
Cl  4.509471  -6.821881  9.476965
Cl  2.056644  -8.344816  9.123333
Cl  3.105907  -6.747430  6.932406
H  4.100100  -8.596365  7.989341
C  0.235925  -2.567160  -6.750034
Cl  0.336100  -3.769700  -8.046463
Cl  1.525284  -1.368167  -6.913944
Cl  -1.346758  -1.779588  -6.750061
H  0.362761  -3.078380  -5.798237
C  7.970231  1.155692  -1.144749
Cl  8.958507  2.072924  0.001599
Cl  6.486638  0.583897  -0.368945
Cl  7.591979  2.139113  -2.566474
H  8.540670  0.288789  -1.470800
C  5.925820  -3.119341  4.246646
Cl  6.032578  -1.725873  5.332068
Cl  7.502390  -3.464251  3.521349
Cl  5.314944  -4.536672  5.109321
H  5.226135  -2.876253  3.448025
C  1.536036  -12.187701  7.058584
Cl  -0.019624  -12.331615  7.888799
Cl  2.052469  -10.497076  6.996153
Cl  2.761573  -13.183849  7.857139
H  1.414352  -12.546894  6.038999
C  -5.088431  -7.872754  5.253964
Cl  -6.394699  -6.947442  4.497833
Cl  -3.539211  -7.046531  5.046138
Cl  -5.427640  -8.138758  6.970214
H  -5.027485  -8.841547  4.762778
C  -7.978880  -6.345475  -1.898446
Cl  -9.219631  -7.597599  -1.739992
Cl  -6.665746  -6.899369  -2.946459
Cl  -8.678347  -4.848926  -2.527418
H  -7.568645  -6.143156  -0.911169
C  3.630547  6.456492  -5.372165
Cl  4.758824  7.377279  -4.364365
Cl  3.511690  4.784349  -4.806443
Cl  2.037339  7.224532  -5.383193
H  4.012069  6.444577  -6.391031
C  -3.223114  1.923747  -7.953970
Cl  -3.112399  3.305956  -6.855667
Cl  -1.643620  1.569477  -8.668442
Cl  -3.854887  0.505645  -7.106633
H  -3.912233  2.178269  -8.756124
C  4.003595  -2.130555  8.377565
Cl  5.135356  -1.212515  9.382512
Cl  3.912982  -3.811736  8.918562
Cl  2.400827  -1.380881  8.402271
H  4.370128  -2.120641  7.353567
C  6.259614  5.894864  -8.622587
Cl  7.385652  6.814403  -7.614382
Cl  6.130674  4.226818  -8.049205
Cl  4.668138  6.669198  -8.641705
H  6.644676  5.879172  -9.639805
C  -5.177830  -3.065447  4.511936
Cl  -3.809681  -3.535871  5.529140
Cl  -5.034799  -1.369440  4.034229
Cl  -5.285722  -4.107231  3.085128
H  -6.091225  -3.182866  5.091132
C  -10.282235  -0.255742  0.893881
Cl  -8.922804  -0.743031  1.914708
Cl  -10.123981  1.441760  0.420480
Cl  -10.389375  -1.291290  -0.536611
H  -11.199750  -0.367785  1.467423
C  -9.897469  5.288924  0.799186
Cl  -8.539263  4.797144  1.819701
Cl  -9.739626  6.987663  0.329310
Cl  -10.005813  4.254822  -0.632146
H  -10.814946  5.176413  1.372735

Cartesian forces (eV/Å) of the 2 atoms listed first:
-0.5 0.3 0.1
1.2 0.6 -1.4

Properties
HOMO = -5.97 eV
molar mass = 2885.9 g/mol
total charge = -1
spin multiplicity = 1
HOMO-LUMO gap = 0.2697 Eh

Mulliken atomic charge list, values in e, 8 entries: C -1.0122; C -0.5343; C 0.9284; C -0.8000; N -0.0226; P 0.2797; Cl -0.1544; Cl -0.2107

---

DFT (ωB97M-V with the def2-TZVPD basis set) results for a structure of composition C3H4N2 at a distorted geometry.

Positions of all 9 atoms, in Å:
C  0.604514  -0.110141  -1.365191
C  -0.279834  0.120071  -0.443878
C  1.161895  0.147096  -0.039922
N  2.097170  0.127638  0.808459
N  -2.059975  0.007357  0.098215
H  0.614376  -0.283212  -2.381835
H  1.874968  0.324638  1.757675
H  -1.966488  0.566208  0.991932
H  -2.046630  -0.899653  0.574542

Cartesian forces (eV/Å) of the 2 atoms listed first:
0.2 0.7 0.7
-3.1 -0.3 4.0

Properties
HOMO = -9.02 eV
molar mass = 68.1 g/mol
spin multiplicity = 1
HOMO-LUMO gap = 0.3446 Eh

natural (NBO) atomic charge list, values in e, 8 entries: C -0.2406; C 0.1555; C 0.2864; N -0.7125; N -0.7734; H 0.2241; H 0.3584; H 0.3518

---

DFT (ωB97M-V with the def2-TZVPD basis set) results for a cluster of 3 separate species, H16Si7 in total at a distorted geometry.

Positions of all 23 atoms, in Å:
Si  1.016394  0.965071  2.594554
Si  3.232538  0.160007  -0.524722
Si  -2.849578  0.708442  -0.024765
Si  -0.502058  -3.106199  0.715248
Si  -1.151915  1.613942  -2.995993
Si  0.968994  0.224444  0.228064
Si  -0.793674  1.127268  -0.781764
H  -0.460761  0.797364  2.999930
H  2.148354  0.460978  3.700363
H  1.433232  2.473531  2.769503
H  4.315378  0.900190  0.160190
H  3.825990  0.128338  -1.938441
H  3.476825  -1.240608  0.086882
H  -3.373426  1.946014  0.542957
H  -2.653978  0.065973  1.380521
H  -3.932127  0.141780  -0.838654
H  -1.558198  -2.198865  0.717225
H  -1.021332  -4.293529  0.191906
H  0.481519  -3.553927  1.898156
H  0.121723  1.783846  -3.633803
H  -2.121139  2.766137  -3.051585
H  -1.733582  0.455887  -3.892268
H  1.130820  -2.326084  -0.303507

Cartesian forces (eV/Å) of the 2 atoms listed first:
0.8 0.7 1.0
0.9 -1.4 0.0

Properties
HOMO = -7.68 eV
molar mass = 212.7 g/mol
spin multiplicity = 1
HOMO-LUMO gap = 0.2271 Eh

natural (NBO) atomic charge list, values in e, 8 entries: Si 0.3755; Si 0.3636; Si 0.3571; Si 0.7274; Si 0.4048; Si -0.0271; Si -0.1332; H -0.1203

---

DFT (ωB97M-V with the def2-TZVPD basis set) results for an isolated molecule of C3H4O3S at a distorted geometry.

Positions of all 11 atoms, in Å:
C  0.884799  1.056623  -0.916628
C  0.583077  0.185137  0.270384
C  -0.710833  -0.613798  0.367603
H  2.473086  1.435156  0.082172
H  0.064192  1.836314  -0.984110
H  0.785296  0.459426  -1.830642
H  0.069290  -1.127925  2.016713
O  2.147953  1.624704  -0.820186
O  1.356217  0.102253  1.199065
O  -0.778958  -1.293315  1.488525
S  -1.858489  -0.614992  -0.784470

Cartesian forces (eV/Å) of the 2 atoms listed first:
-1.1 0.4 -0.2
-0.1 0.1 -0.1

Properties
HOMO = -9.51 eV
molar mass = 120.1 g/mol
SMILES = O=C(CO)C(O)=S
spin multiplicity = 1
HOMO-LUMO gap = 0.3024 Eh

natural (NBO) atomic charge list, values in e, 8 entries: C -0.1677; C 0.4887; C 0.1143; H 0.4860; H 0.2129; H 0.2215; H 0.5113; O -0.6980